This record from OMol25 describes a 18-piece molecular cluster, C66H172N4O22 overall at a distorted geometry. The level of theory is ωB97M-V with the def2-TZVPD basis set.

XYZ file:
```
264
Properties=species:S:1:pos:R:3:forces:R:3
C -5.016853 1.926893 8.573658 -0.3 -0.8 2.9
O -5.839571 1.372688 7.581873 1.0 0.7 -1.4
C -5.076269 1.428078 6.347457 -0.6 0.2 -0.1
C -5.778420 0.789977 5.170333 0.0 -2.1 0.8
N -4.919136 0.675623 3.991695 -0.9 -0.4 -0.3
C -5.645520 -0.024885 2.872629 1.8 -0.5 0.9
C -4.659348 -0.116128 1.705160 0.2 -2.2 1.9
O -3.604717 -1.028888 2.134257 -0.3 -0.1 -0.4
C -3.876379 -2.387754 1.768808 -1.4 0.3 -0.6
H -4.855456 2.996752 8.591891 0.0 0.5 -0.9
H -4.051522 1.412757 8.704527 0.0 0.1 -0.6
H -5.472612 1.768944 9.588317 -0.1 -0.1 -1.0
H -4.170814 0.891972 6.512052 1.0 -0.4 0.2
H -4.818451 2.452682 6.029803 -0.1 0.0 0.5
H -6.593615 1.408621 4.934859 -1.4 0.6 -0.5
H -6.155419 -0.250943 5.462204 0.2 1.3 -0.2
H -4.134767 0.095960 4.253231 0.3 -0.3 -0.1
H -6.512552 0.523942 2.674115 -1.3 1.2 -0.6
H -6.023263 -1.030783 3.149918 0.4 0.3 0.1
H -4.216502 0.831504 1.555848 0.5 0.9 -0.5
H -5.086395 -0.548238 0.829741 -0.5 0.0 -0.9
H -3.998005 -2.569164 0.689373 0.4 0.6 0.0
H -4.864153 -2.708262 2.162310 0.5 0.0 0.3
H -3.104228 -3.063132 2.084601 0.5 0.1 0.5
C -2.269531 -0.442902 -1.534109 -2.4 -1.5 0.4
O -1.707847 -0.513819 -0.300116 1.3 -0.4 2.4
C -1.259395 0.679603 0.276828 -1.1 1.3 0.5
C -0.676650 0.396664 1.651344 -1.8 -1.0 0.4
N -0.058714 1.532412 2.299508 0.8 1.0 -0.5
C 1.016224 2.147534 1.496225 0.3 1.1 -0.2
C 2.368448 1.453255 1.444609 -0.7 0.5 0.6
O 2.895033 1.610197 0.138957 -0.6 0.5 0.8
C 4.104131 0.940823 0.026823 0.9 -0.9 0.4
H -1.580769 -0.102885 -2.215663 1.5 1.1 -2.1
H -3.171721 0.184333 -1.489894 -0.1 0.0 -0.4
H -2.563942 -1.492278 -1.787629 0.0 0.9 0.0
H -2.134172 1.400592 0.475540 0.9 -0.7 -0.6
H -0.506502 1.226554 -0.295979 -0.3 -0.3 -0.7
H 0.080321 -0.394443 1.531727 -0.4 0.0 0.4
H -1.601829 0.074720 2.259186 1.9 0.0 -0.6
H -0.694800 2.322039 2.402078 -0.6 -0.7 0.3
H 1.090306 3.194185 1.894229 0.3 -0.9 -0.6
H 0.783486 2.192143 0.421399 -0.4 0.4 0.3
H 2.223979 0.415683 1.681534 0.1 -0.8 0.0
H 3.051450 1.882885 2.166561 0.3 0.1 0.3
H 4.362422 1.181651 -0.983788 0.8 -0.6 -0.7
H 3.977583 -0.164746 0.238370 0.1 1.2 -0.6
H 4.932627 1.284730 0.713138 -0.9 0.1 -0.4
C 2.252512 4.927117 3.587993 -0.8 0.0 -0.9
O 2.623240 3.599683 3.909752 0.5 1.0 0.1
C 1.777462 3.003670 4.883698 0.3 1.0 0.0
C 2.616797 2.032002 5.629763 0.7 -1.7 -0.1
N 3.621927 2.714290 6.422571 -0.6 -0.2 -0.1
C 4.663308 1.877250 6.984068 -0.2 0.2 1.3
C 5.472047 2.690465 8.037494 -2.0 0.9 -0.3
O 5.899283 3.856749 7.357195 0.2 -0.1 -0.9
C 6.414960 4.911697 8.127293 -0.3 -1.4 1.1
H 1.982251 5.501528 4.482994 0.2 -0.1 0.0
H 1.303417 4.875454 2.948503 1.2 0.5 0.5
H 3.091244 5.461510 3.061723 -0.9 -0.8 0.3
H 0.961532 2.554130 4.383710 -0.9 -0.8 -0.6
H 1.306832 3.776097 5.509400 0.5 0.0 0.3
H 3.085061 1.309371 4.858656 -0.7 0.9 0.9
H 1.992398 1.437738 6.290717 -0.2 -0.3 0.0
H 3.954617 3.400979 5.784211 1.0 0.7 0.0
H 5.382411 1.460487 6.306017 0.5 -0.1 -1.0
H 4.162938 0.979541 7.400348 0.3 0.5 0.3
H 6.281027 2.161519 8.473268 1.1 -0.8 0.2
H 4.817869 2.981701 8.886214 0.0 -0.1 -0.4
H 6.692184 5.725615 7.503804 0.1 0.6 -0.8
H 7.305029 4.575038 8.678202 -0.1 0.2 0.1
H 5.647394 5.234703 8.834857 0.1 0.2 0.2
C -1.133137 -7.774607 -1.647705 -0.8 -0.6 -1.1
O -1.161257 -6.560474 -2.382457 0.4 -0.3 0.5
C -2.470089 -5.991185 -2.422032 1.0 0.8 -0.1
C -2.347364 -4.647363 -3.122474 0.2 0.3 0.7
N -2.003780 -4.709736 -4.510396 0.5 0.9 -1.9
C -1.841553 -3.368119 -5.187193 -0.9 -2.0 0.0
C -0.757073 -3.421380 -6.206295 1.5 0.4 0.9
O 0.464761 -3.698484 -5.478636 -0.9 0.5 0.0
C 1.680788 -3.708499 -6.211048 -0.3 1.4 0.9
H -0.168907 -8.316447 -1.708399 -0.4 0.7 -0.3
H -1.947748 -8.438157 -2.044323 0.7 0.2 0.2
H -1.375503 -7.595437 -0.622165 -0.1 0.2 0.9
H -2.888119 -5.752058 -1.421946 0.3 -0.6 -0.3
H -3.088688 -6.680456 -2.987705 -0.5 0.0 -0.1
H -1.620523 -3.995107 -2.602502 0.0 -0.3 0.4
H -3.292349 -4.168864 -2.943029 -0.6 0.3 -0.3
H -1.057234 -5.067260 -4.598953 -0.2 -0.5 0.4
H -1.625979 -2.609646 -4.460386 0.1 0.8 0.5
H -2.694917 -3.092918 -5.810859 -0.6 0.0 0.6
H -0.715449 -2.417181 -6.616224 0.3 0.2 -0.5
H -0.943964 -4.148878 -6.993906 0.1 -0.2 -0.1
H 2.437365 -3.915386 -5.475053 0.4 -0.6 0.0
H 1.991698 -2.700994 -6.596365 -0.7 -0.8 -0.2
H 1.545507 -4.471121 -6.926433 0.6 -0.7 -1.3
C 3.774797 -1.505889 4.884659 -1.3 -0.2 0.1
C 3.515099 -1.157896 3.400817 1.6 0.9 1.3
C 4.526431 -1.826450 2.524424 1.1 -0.3 -0.6
O 2.225518 -1.515756 3.034790 -0.8 0.1 0.2
H 4.760936 -1.256423 5.261707 0.1 0.3 -0.1
H 3.644301 -2.581151 4.971400 0.1 -0.3 0.1
H 2.984439 -1.072429 5.552921 0.7 0.0 -0.6
H 3.768374 -0.078411 3.284647 -0.8 -0.1 0.0
H 5.554147 -1.615453 2.877465 -0.5 -0.1 0.1
H 4.532612 -1.463829 1.486743 -0.3 -0.2 0.3
H 4.398997 -2.902962 2.510374 -0.1 -0.3 0.0
H 1.619004 -1.232926 3.759024 0.2 0.1 -0.7
C -4.018588 -0.177841 -5.075994 0.8 -0.8 0.6
C -5.466338 -0.539083 -4.912761 -0.4 -0.3 -0.7
C -5.710217 -1.810028 -5.732289 -1.7 1.2 -1.1
O -5.699234 -0.778683 -3.557825 -0.3 0.0 1.2
H -3.704782 0.585346 -4.354146 -0.1 0.2 -0.6
H -3.786244 -0.013351 -6.120733 0.2 0.7 -0.1
H -3.436054 -1.077285 -4.816309 -0.1 0.2 0.1
H -6.084081 0.274051 -5.346840 0.0 -0.3 0.5
H -5.122899 -2.649397 -5.412151 0.8 -0.2 -0.1
H -5.536042 -1.434096 -6.770052 0.2 -1.1 0.4
H -6.762514 -2.181142 -5.709245 0.5 0.6 0.1
H -6.473684 -0.337913 -3.150504 0.2 -0.1 -0.5
C -3.869959 -7.208051 1.428803 -0.2 -0.2 -1.8
C -2.780937 -6.321170 1.968305 0.9 1.0 -1.1
C -1.684211 -7.006725 2.786024 -1.9 -1.8 0.5
O -2.259505 -5.469793 0.878451 0.5 -0.7 0.8
H -3.529831 -8.074558 0.816138 0.1 0.7 0.3
H -4.563086 -6.595348 0.748131 0.8 -0.9 1.3
H -4.365751 -7.650609 2.280023 -0.6 0.1 0.1
H -3.300420 -5.620326 2.586928 -0.3 0.5 0.9
H -1.078239 -6.279282 3.317849 0.2 -0.1 0.0
H -1.094142 -7.752305 2.195540 -0.3 0.8 0.4
H -2.306959 -7.628264 3.557019 1.4 1.0 -1.0
H -1.405083 -5.095060 1.175730 -0.7 -0.3 -0.3
C 7.868782 0.037423 -0.472476 1.0 0.3 1.9
C 9.033223 0.351779 -1.408991 -1.9 1.3 -1.0
C 10.028833 -0.714201 -1.478917 -0.3 -1.6 0.3
O 8.483700 0.591783 -2.741968 0.9 -0.4 0.9
H 7.242295 0.891301 -0.182685 0.3 0.1 -0.3
H 8.262752 -0.395487 0.470750 0.0 0.5 -0.2
H 7.205168 -0.724102 -0.778140 -0.6 -0.9 -1.1
H 9.553076 1.252769 -1.062760 -0.2 0.2 0.0
H 9.555963 -1.646166 -1.761146 -0.3 -0.4 0.1
H 10.458057 -0.841470 -0.496594 0.5 -0.1 0.2
H 10.759570 -0.586965 -2.231855 1.0 0.6 -0.6
H 7.850175 1.308407 -2.624916 -0.2 0.3 -0.2
C -4.190295 3.493592 1.349111 -1.4 0.6 0.8
C -3.332096 3.674030 2.580957 -0.2 1.2 0.3
C -4.057137 4.607821 3.589600 0.7 -0.7 0.6
O -2.882379 2.492621 3.166870 -0.8 -1.1 0.2
H -3.770711 2.787656 0.680845 0.4 -0.8 -0.7
H -4.338425 4.443264 0.793847 0.1 -0.4 0.4
H -5.188943 3.150718 1.717947 0.5 0.1 -0.6
H -2.408815 4.110433 2.265104 0.6 1.0 -0.3
H -3.325896 5.013587 4.330861 -0.6 -0.1 -0.7
H -4.812001 4.055802 4.183383 0.3 0.0 -0.4
H -4.595390 5.380349 3.053003 0.1 0.4 0.1
H -3.684673 1.943701 3.348188 0.4 0.0 0.3
C -8.103195 0.948311 0.187222 0.3 0.1 0.3
C -7.605825 1.448108 -1.153255 0.7 0.5 -1.4
C -6.109347 1.676957 -1.173823 0.2 -0.7 -0.9
O -7.906801 0.467823 -2.242990 0.7 1.5 1.2
H -7.836467 1.637299 1.007040 -0.2 0.0 -0.5
H -7.657983 -0.017567 0.487718 -0.2 0.2 -0.5
H -9.181678 0.879687 0.145405 -0.4 -0.2 0.3
H -8.066834 2.415425 -1.455912 -0.2 -0.7 0.3
H -5.827177 2.463738 -0.516557 0.0 0.8 0.7
H -5.731866 1.978874 -2.190801 -0.4 -0.7 0.9
H -5.637067 0.766641 -0.779703 0.3 0.2 -0.6
H -8.512720 -0.108212 -1.807760 -0.8 -1.0 0.0
C -1.495010 5.566384 -1.467936 1.8 2.7 -0.3
C -1.481327 4.107318 -1.723794 1.3 -0.9 -0.5
C -2.519091 3.576539 -2.646690 0.1 -0.4 -2.1
O -0.203146 3.639864 -2.295600 -1.1 0.6 0.8
H -2.348419 5.993558 -0.962571 -0.6 -0.4 0.3
H -1.365248 6.230826 -2.354722 -0.1 -0.8 0.1
H -0.613900 5.865876 -0.835230 -0.7 -0.5 -0.3
H -1.663040 3.681561 -0.750013 0.3 -0.8 0.6
H -2.399985 2.514885 -2.857774 0.6 -0.2 0.2
H -2.497172 4.048211 -3.661586 0.0 0.0 0.9
H -3.509193 3.577232 -2.281841 -1.3 0.7 0.7
H 0.566077 3.882484 -1.729627 -0.3 0.0 -0.3
C -0.556283 -1.327989 6.149148 1.7 -2.2 1.0
C -0.697387 -0.135788 5.325830 -2.7 1.4 -1.0
C -1.023134 1.057533 6.236722 0.0 0.9 -1.8
O 0.469514 -0.005509 4.542655 -0.1 0.2 0.6
H 0.510156 -1.282917 6.540666 -1.3 -0.2 0.0
H -0.589665 -2.227294 5.533479 0.0 -0.1 -0.1
H -1.274890 -1.499181 6.970171 0.3 0.5 -0.4
H -1.593379 -0.223710 4.628087 0.9 -0.1 0.5
H -2.014666 1.062013 6.670661 -0.3 -0.6 0.0
H -1.007451 1.999841 5.648891 0.3 -0.4 0.4
H -0.333012 1.056174 7.033809 1.0 0.4 1.0
H 0.323217 0.717948 3.891254 0.0 -0.1 -0.4
C 1.433976 -3.912734 -1.544649 -1.6 1.8 -0.9
C 0.951811 -2.473928 -1.881085 -1.2 0.5 0.2
C 1.494133 -1.340039 -0.995174 0.8 -0.7 -0.2
O 1.119695 -2.031257 -3.266045 0.7 -0.4 0.9
H 0.711936 -4.605475 -1.914781 -0.5 -0.6 -0.7
H 1.411085 -4.092975 -0.504832 0.4 0.1 1.4
H 2.349606 -4.109015 -1.997993 1.9 -0.4 -0.5
H -0.146965 -2.470212 -1.748865 0.3 -0.1 0.3
H 1.045362 -0.393478 -1.328614 0.2 -0.2 0.3
H 2.608970 -1.288542 -1.116940 -0.9 0.1 0.1
H 1.268762 -1.541720 0.075210 0.1 0.2 -0.7
H 0.641006 -2.636420 -3.843775 -0.1 -0.3 -0.3
C 2.501244 6.086043 -2.543056 0.5 0.8 -1.3
C 3.146555 4.756655 -2.203799 1.8 0.5 1.4
C 4.600515 4.978395 -1.553564 -0.8 -0.2 -2.7
O 2.271986 4.153928 -1.295985 -0.6 -1.8 2.2
H 2.582759 6.866367 -1.779559 0.0 -0.6 0.5
H 1.427494 5.946872 -2.753677 0.5 0.1 -0.3
H 3.055067 6.566527 -3.397206 -0.8 -0.6 0.4
H 3.251743 4.082344 -3.067730 0.1 0.4 -0.1
H 4.737548 5.806797 -0.889475 -0.6 0.3 0.8
H 5.222756 5.279178 -2.428622 -0.1 -0.5 0.5
H 4.981399 4.050356 -1.147862 0.1 -0.2 0.1
H 2.580061 3.329050 -0.787542 0.0 1.4 -1.3
C 8.159105 3.942855 -4.653416 -1.7 2.4 1.0
C 6.825773 3.385379 -4.136545 0.2 0.8 -0.1
C 6.337130 2.234565 -5.010776 0.8 0.7 0.5
O 6.998779 2.963884 -2.748156 -0.7 -1.2 -1.5
H 8.561011 4.624951 -3.888606 0.2 -0.3 0.0
H 8.116495 4.590418 -5.538357 -0.4 -0.5 -0.1
H 8.788494 3.154627 -4.802338 2.1 -2.0 -0.4
H 6.111214 4.223401 -4.103670 -0.1 -0.4 -0.2
H 5.329590 1.966048 -4.761818 -0.5 -0.4 0.1
H 7.047340 1.410904 -4.925748 -0.2 -0.2 0.2
H 6.387157 2.564045 -6.042674 -0.2 0.1 -0.2
H 7.343406 3.719197 -2.314666 0.5 1.1 0.9
C 2.417242 0.688632 -6.041499 1.7 1.3 0.2
C 1.231400 1.697381 -6.036066 -0.1 -0.7 1.8
C 0.081750 1.073267 -5.190991 0.8 1.3 2.6
O 1.687828 2.981124 -5.487221 0.0 -1.1 -0.6
H 2.118709 -0.345484 -6.081157 -0.5 -0.3 0.0
H 3.065992 0.782284 -5.103415 -1.2 0.1 -1.0
H 3.144451 0.834169 -6.884609 -0.8 0.1 0.6
H 0.802268 1.849658 -7.009449 0.3 0.3 -0.8
H 0.537972 0.725870 -4.182022 -0.8 0.7 -1.4
H -0.327051 0.159612 -5.590274 -0.3 -0.1 -0.6
H -0.726164 1.857610 -4.957090 1.0 -1.3 -0.4
H 1.026782 3.376344 -4.908370 -0.2 -0.3 0.0
C -6.648984 -4.065035 -2.986928 -0.6 2.0 1.0
C -6.237810 -3.414061 -1.659056 1.3 0.3 -0.2
C -6.406730 -4.369032 -0.495018 -0.5 -0.7 -1.4
O -4.867822 -2.851507 -1.710194 -0.9 -1.0 -0.5
H -7.741469 -4.189372 -3.054049 0.3 0.3 -0.1
H -6.240729 -5.012345 -3.016670 1.1 -2.1 -0.5
H -6.253910 -3.402372 -3.754180 -0.4 -0.4 -0.3
H -6.866762 -2.578622 -1.501075 -0.9 1.1 0.2
H -6.104909 -4.046044 0.475481 0.1 0.6 0.6
H -5.875114 -5.281680 -0.731869 0.3 -0.3 0.1
H -7.472231 -4.650753 -0.525720 0.2 0.1 0.4
H -4.740635 -2.478672 -2.613568 -0.4 0.0 1.0
C 5.518496 -3.866963 -3.487137 0.1 0.8 0.3
C 4.701754 -2.605854 -3.220380 1.0 0.8 -1.6
C 5.543355 -1.342368 -3.420910 1.0 0.0 0.6
O 3.784913 -2.526681 -4.284450 -0.1 -0.7 -1.1
H 4.961817 -4.767983 -3.588781 -0.9 -0.7 0.4
H 6.351671 -4.040419 -2.817305 0.2 0.2 0.2
H 5.858488 -3.693315 -4.483497 0.8 0.0 -0.8
H 4.229866 -2.549151 -2.281726 -0.8 -0.3 1.4
H 4.940864 -0.415655 -3.339705 0.2 -0.6 0.0
H 6.007283 -1.379251 -4.418689 -0.3 0.1 0.2
H 6.390770 -1.292881 -2.714844 -0.4 0.1 -0.2
H 2.884959 -2.364203 -4.030304 -0.9 0.4 0.9
```
Positions in Å, forces in eV/Å.

Output
Kohn-Sham gap   8.8 eV
E_tot   -122228.5470 eV
HOMO level   -8.512 eV
Total charge   0